1.
The following is a quantum chemistry calculation of a 4-piece molecular cluster, C44H54Br2F10N4O6S overall at a distorted geometry, from the OMol25 dataset.

Calculated values
- frontier orbital gap (eV) = 6.78
- HOMO level (eV) = -8.4
- 2S+1 = 1
- SMILES = CCc1c(CCO)c(CCCN)c([C@@H](C)F)c2c1C(=O)c1c(COC)cc([C@@H](Br)[C@@H](C)Br)c(S(=O)(=O)C(F)(F)C(F)(F)C(F)(F)C(F)(F)F)c1C2=O.CCCC#N.CCCC#N.CCCC#N

Structure (XYZ):
```
121
Properties=species:S:1:pos:R:3:forces:R:3:lowdin_charge:R:1
Br -7.2305 5.2173 -0.4463 0.2884 -1.2267 0.4968 0.57
Br -4.4308 6.1602 0.9931 0.1262 -1.3902 0.1338 0.64
S -4.0434 0.8346 1.9923 -8.2741 -4.5132 -0.1492 0.88
F -3.4379 3.0132 4.2901 3.3015 -3.2365 -1.0521 0.05
F -0.9005 3.7464 5.2714 -0.1985 -2.4228 -4.2663 0.03
F -2.5626 -0.4531 3.8500 0.0250 4.4939 -2.5375 0.00
F -1.1125 3.4935 1.4197 0.2926 1.5171 4.9583 0.05
F 0.2954 2.0932 4.0550 -4.5194 2.8539 -0.7548 0.04
F -1.3866 -3.5278 0.8921 2.4803 1.9199 -0.0033 -0.09
F 0.3977 4.6935 2.8169 -4.6025 -2.2939 -0.0806 0.03
F -1.3676 0.6636 2.1208 -3.3955 1.1217 3.1775 -0.02
F -1.9380 5.1401 2.9363 3.2678 -4.3647 -0.2732 0.03
F -2.2085 1.3961 5.5045 -0.4713 2.0549 -4.3957 0.03
O -3.1563 -1.7351 -0.6114 5.4926 6.4379 -0.7780 0.01
O 6.3372 -1.2321 -2.1141 -0.3847 0.8422 1.2287 -0.16
O -4.4585 -0.6832 1.8483 3.2330 5.4867 -0.1620 -0.33
O -1.6416 0.7870 -4.5977 1.6387 0.3131 7.7962 -0.03
O -2.1462 5.4347 -3.6230 1.0788 -1.1570 -0.7692 -0.26
O -5.3369 1.4456 2.6628 5.5621 -0.2102 -2.0962 -0.35
N 5.0001 -4.6987 1.9015 -0.5067 0.4567 0.8723 -0.06
N 6.6156 -0.8537 1.9983 1.4793 0.7209 -0.4536 0.17
N -5.1641 2.4854 -4.1995 -0.1763 -1.4252 0.2043 0.17
N 1.4594 -4.7414 2.4348 -0.2011 -2.7098 0.9260 0.14
C -2.7462 0.8461 -0.7738 -0.2306 3.0599 -0.9251 0.02
C 1.7461 0.6631 -4.4738 0.4021 1.0936 0.8131 -0.20
C 5.0399 -0.5373 -1.8556 0.1160 -0.6272 -0.0524 -0.20
C -6.4736 3.9463 0.8989 0.1971 -0.5903 2.2784 -0.71
C -0.9809 6.0670 -4.2637 0.0213 0.8769 -0.7103 -0.12
C -0.9617 4.0323 2.7865 1.9545 3.2883 -2.5489 -0.14
C -2.2196 3.9906 -3.8951 0.9480 -0.8392 0.0809 -0.18
C -6.7367 -0.6431 -4.0472 -0.4598 -0.0165 -0.0715 -0.26
C 2.4013 -1.2085 -2.3175 -3.2085 1.0748 0.4043 -0.03
C -0.6775 -0.9914 -1.1706 2.4442 0.1602 -1.1797 0.04
C 9.0132 2.1225 2.0073 -0.0597 0.0637 0.0547 -0.11
C -2.3412 2.0400 4.1403 0.3985 0.6980 3.9396 -0.11
C -0.2147 -0.1550 -2.5473 1.8930 -1.3235 0.9324 0.02
C -1.2525 -7.2580 3.3936 -0.0641 0.0801 0.0118 -0.10
C -0.0716 -2.8522 0.9469 2.2384 -0.9461 0.3521 -0.25
C 3.3539 -2.6937 1.3134 0.2460 -1.3203 0.4260 -0.19
C -7.8759 -0.0312 -3.2407 -0.0789 0.0621 0.0082 -0.11
C -4.8326 4.2022 1.1014 -0.6024 -2.1428 0.0995 -0.67
C -3.5411 4.0082 -1.3725 1.5029 -4.4201 0.3115 0.07
C -7.2122 4.2473 2.3685 -0.5229 0.0297 0.0709 -0.17
C 3.0436 -3.0288 -0.2641 -0.9673 -0.6047 0.4796 -0.17
C 3.9392 -1.2654 -2.8831 0.3001 -1.2892 1.3281 -0.14
C 1.9147 -2.0722 -0.9686 -1.2701 1.9312 -1.8404 0.00
C -0.9511 2.9351 3.9947 1.3172 0.3027 3.1729 -0.07
C -2.2801 -0.7442 -0.7518 -2.7997 -3.9175 -0.2580 -0.19
C -2.6491 3.1966 -2.5268 -1.8783 -1.5545 3.9230 -0.01
C -3.5701 1.6553 0.3780 1.3857 2.0983 -4.1023 -0.14
C 0.1948 -2.0551 2.3952 -0.5392 -0.5436 -0.1646 -0.06
C 4.9062 -3.1706 1.7088 -1.1460 0.2616 1.3393 -0.28
C -2.2894 1.6414 -2.1748 -1.1502 1.3918 1.0608 0.03
C 9.7203 0.7726 1.9795 0.0719 0.3867 0.2873 -0.27
C -2.5273 0.8446 3.0744 2.5229 -3.6594 0.5542 -0.22
C -5.3655 -0.0816 -3.6704 0.1045 -0.2782 -0.1601 -0.19
C -0.1132 -7.8700 2.5871 -0.5316 -0.0166 -0.1096 -0.26
C 1.3403 -0.2259 -3.1594 -1.8078 -2.4407 3.0018 -0.04
C -1.3915 0.7756 -3.2916 -0.7866 -0.7587 -2.9081 -0.19
C 2.2207 2.1575 -3.8912 -1.0134 0.4815 -0.4413 -0.13
C -5.2471 1.3514 -3.9701 0.1402 1.1652 -0.1258 -0.21
C 7.6751 -0.5976 1.6016 -1.0903 -0.2254 0.2618 -0.20
C -3.9635 3.2534 0.0574 1.3782 0.1651 -2.6376 -0.08
C 1.2580 -7.3084 2.9639 0.0820 -0.3077 -0.1723 -0.17
C 9.0125 -0.2574 1.0987 0.3360 -0.1968 0.0625 -0.19
C 1.3763 -5.8754 2.6642 0.1335 0.9568 -0.0162 -0.11
C 0.3525 -1.9825 -0.3685 0.2785 2.1303 -3.4012 0.02
H 5.0878 -2.7218 2.7925 -0.0460 -0.4843 -2.6403 0.10
H -0.8276 -2.1027 2.9615 1.9072 0.5376 -1.0804 0.08
H -6.6511 5.0742 2.9793 -0.9545 -1.4861 -1.3566 0.08
H 4.0861 -0.9130 -3.9864 -0.5955 -0.4202 2.2459 0.11
H -7.7258 -0.1935 -2.1686 -0.0284 0.0318 -0.0885 0.08
H -6.7323 -1.7256 -3.8797 0.1644 0.1344 -0.0489 0.11
H -0.3052 -7.7112 1.5181 0.1532 -0.0426 0.1733 0.12
H -1.1731 7.2405 -4.2241 0.3258 -2.6553 -0.1189 0.11
H -0.1088 -8.9524 2.7546 0.1808 0.1334 -0.0618 0.11
H 3.3794 2.3177 -3.9355 -2.2766 -0.3910 0.3461 0.07
H 4.7647 -0.7352 -0.7292 0.1931 0.6104 -2.2549 0.12
H -6.6858 2.8032 0.6369 0.5809 2.7507 0.1616 0.12
H 3.1085 -1.6006 1.6481 0.7588 -1.9188 -0.9335 0.12
H 0.0435 5.8673 -3.7301 -2.0125 0.0489 -0.7975 0.10
H 6.9664 -1.1026 -1.3433 -1.4708 -0.0583 -1.2766 0.08
H -1.1290 3.6278 -4.1847 -2.2401 0.4512 0.5875 0.12
H -1.3371 -6.1808 3.2167 0.0145 -0.1138 0.0228 0.07
H 1.7094 2.9786 -4.5828 1.2450 -1.6474 1.3823 0.07
H 0.6087 -0.9783 2.2024 -1.1205 -2.0154 0.4070 0.08
H 5.7036 -2.8195 0.9239 -1.6478 -0.6578 1.6515 0.08
H -8.3352 4.6155 2.2272 2.5369 -0.8416 0.1053 0.08
H -0.9074 5.7221 -5.3934 -0.1037 0.7639 2.2534 0.11
H 0.7068 -3.7590 1.0046 -2.0347 2.2802 -0.6370 0.08
H 1.4528 -7.4841 4.0277 0.0074 0.2302 -0.1112 0.13
H 2.0274 -7.8532 2.4059 0.0430 0.2463 0.0658 0.12
H 4.2502 -2.4184 -2.8715 -0.6082 2.5366 -0.0482 0.12
H 9.6210 -1.1677 1.0625 -0.2330 0.0057 -0.0333 0.12
H -7.2460 3.2763 3.0326 0.2717 1.8285 -1.5034 0.08
H -4.5960 -0.6264 -4.2284 0.0558 0.2449 0.0775 0.12
H 4.0693 -3.1009 -0.8120 -2.1095 0.4982 0.5972 0.10
H -3.8281 5.1069 -1.6541 0.4994 -2.3796 1.0203 0.09
H 9.5765 2.8302 2.6215 -0.0859 -0.0460 -0.0922 0.07
H 9.8098 0.3937 3.0057 -0.0059 -0.0548 -0.2382 0.12
H 1.7551 2.3296 -2.8151 1.3064 -0.4102 -2.1838 0.09
H 4.0469 -5.1277 1.9281 1.0968 0.7145 -0.0584 0.03
H -8.8269 -0.4900 -3.5241 0.0757 0.0619 0.0712 0.07
H 5.1953 0.5994 -2.0838 -0.6190 -2.0545 0.4892 0.12
H -2.9476 3.7373 -4.8063 1.3792 0.5265 2.2645 0.14
H -6.9286 -0.4844 -5.1162 0.1516 -0.0426 0.1595 0.11
H 8.9288 2.5394 0.9986 -0.0133 -0.0113 0.1025 0.08
H 8.9405 0.1175 0.0717 -0.1391 -0.0357 0.1184 0.12
H 8.0073 2.0409 2.4317 0.1058 -0.0071 -0.0849 0.07
H 10.7380 0.9191 1.6019 -0.1221 -0.1750 0.0003 0.11
H -4.6121 3.8947 2.2086 -0.3339 0.5490 -2.2350 0.07
H -1.1023 -7.4203 4.4657 -0.0365 0.0278 -0.0837 0.08
H -5.1706 -0.2573 -2.6066 0.0206 0.1768 -0.0692 0.11
H 2.6548 -3.4250 1.9455 1.8208 2.2254 -1.4646 0.04
H 0.8756 0.8865 -5.2216 1.3698 -0.9526 1.7948 0.10
H -7.9605 1.0460 -3.4176 0.0450 -0.1082 0.0434 0.07
H -2.2035 -7.7168 3.1102 0.1005 0.0833 0.0652 0.08
H 5.4170 -4.9098 2.8545 -0.7101 0.5040 -1.6898 0.07
H 0.9756 -2.6300 3.0812 -1.7486 1.1629 -1.8335 0.07
H 2.6401 0.2540 -5.1063 -1.8076 0.3445 1.4616 0.10
H 2.5888 -4.1330 -0.2763 0.9524 2.2926 -0.0947 0.13
```
Positions in Å, forces in eV/Å.

***

2.
The following is a quantum chemistry calculation of C44H55AsCaNOP2 as an isolated structure, from the OMol25 dataset.

Calculated values
- frontier orbital gap (eV) = 6.68
- HOMO level (eV) = -8.7
- total charge = +1
- 2S+1 = 1
- energy above the lowest of the compared OMol25 structures with the same formula, charge and spin (kJ/mol) = 0.0

Structure (XYZ):
```
105
Properties=species:S:1:pos:R:3:forces:R:3:lowdin_charge:R:1
As -0.4380 0.0052 3.6100 -0.0306 0.0202 -0.0500 1.21
Ca 0.4938 -0.5827 0.0541 0.0861 -0.1944 0.0605 1.21
P -0.2308 -3.0343 -1.2908 0.0062 0.0701 -0.0265 1.01
P 0.5848 2.1913 -0.6668 0.0500 -0.0597 -0.0184 1.01
O 0.2005 -0.6969 2.2363 -0.0392 0.0232 0.0262 -0.68
N 0.8837 -0.3495 -2.1846 -0.0552 -0.0172 -0.0213 -0.18
C -3.1959 0.6997 4.0576 -0.0034 -0.0040 0.0002 -0.08
C 3.9081 1.1891 -3.6849 -0.0046 0.0348 0.0217 -0.03
C 2.8920 0.2948 -3.4321 0.0461 0.0109 0.0010 -0.03
C -3.4412 2.1449 1.6887 -0.0128 -0.0068 0.0024 -0.06
C -0.3949 3.5726 -2.9417 0.0044 -0.0021 0.0033 -0.10
C 2.9719 1.9822 4.8981 -0.0060 0.0157 0.0086 -0.06
C 1.1995 3.6168 4.9004 0.0072 -0.0017 0.0037 -0.07
C 2.3261 3.2096 1.2473 -0.0032 -0.0049 0.0085 -0.11
C 1.9316 1.8254 -1.8410 -0.0389 0.0121 -0.0213 -0.31
C -4.5245 2.0222 2.5508 0.0084 0.0000 0.0017 -0.06
C -4.4030 1.3033 3.7312 -0.0073 0.0098 -0.0194 -0.06
C 0.5064 -5.5207 -2.5656 0.0110 -0.0056 0.0067 -0.11
C -1.3766 -3.5637 5.4852 -0.0055 -0.0033 0.0239 -0.06
C -0.5928 -1.0153 6.2913 0.0024 0.0172 -0.0026 -0.09
C 3.9801 2.4206 -3.0249 -0.0165 -0.0530 -0.0096 -0.28
C -2.1135 0.8258 3.1948 -0.0260 -0.0131 0.0160 -0.31
C -0.8307 2.8664 -1.6603 0.0175 -0.0056 -0.0373 -0.54
C 0.8196 -4.5496 -1.4315 -0.0133 -0.0033 -0.0050 -0.55
C -1.8466 1.7636 -1.9664 -0.0191 0.0065 0.0084 -0.12
C -1.0101 -2.9828 -3.9983 -0.0009 -0.0481 0.0419 -0.07
C 0.7462 1.3485 4.2649 0.0277 0.0072 -0.0128 -0.32
C 5.1034 3.3830 -3.2985 0.0028 -0.0027 0.0020 -0.05
C -2.6038 -2.2470 -0.2132 -0.0080 0.0052 -0.0050 -0.14
C -0.8550 -1.9936 7.2398 -0.0075 -0.0053 -0.0043 -0.06
C 0.2680 -1.0643 -3.1974 -0.0499 0.0402 -0.0123 -0.35
C -1.1179 -2.5927 4.5312 0.0153 0.0153 0.0071 -0.08
C 0.1372 -0.5419 -4.5032 0.0317 0.0083 0.0033 -0.04
C -1.2471 -3.2618 6.8354 0.0048 0.0017 -0.0050 -0.06
C -0.5275 -1.2200 -5.4989 0.0221 0.0428 -0.0144 -0.03
C 2.0809 1.0093 4.4757 0.0008 0.0008 0.0154 -0.10
C -0.3499 -2.3174 -2.9540 0.0127 0.0200 0.0163 -0.29
C 1.8734 0.5793 -2.5054 -0.0304 0.0836 0.0068 -0.35
C 1.1481 5.0022 -0.1149 0.0080 0.0013 -0.0221 -0.10
C -2.8793 -4.2748 -1.6507 0.0016 0.0082 -0.0132 -0.11
C -1.1131 -2.4677 -5.2747 -0.0093 -0.0209 -0.0160 -0.28
C -0.7287 -1.3215 4.9422 0.0188 -0.0239 0.0102 -0.32
C 2.5297 3.2834 5.1084 -0.0048 -0.0060 0.0076 -0.07
C 2.9828 2.7098 -2.1117 0.0064 0.0206 -0.0101 -0.06
C -2.2326 1.5490 2.0113 0.0029 0.0001 0.0041 -0.11
C 1.0750 3.5837 0.4507 0.0081 0.0094 0.0055 -0.55
C 2.2726 -4.0749 -1.5324 0.0142 -0.0035 -0.0041 -0.13
C -1.8163 -3.2106 -6.3779 0.0034 -0.0040 0.0002 -0.05
C 0.3001 2.6480 4.4759 -0.0119 -0.0101 -0.0048 -0.09
C -1.9269 -3.5279 -0.7207 -0.0092 0.0120 0.0053 -0.54
H 0.5707 0.4260 -4.7217 -0.0024 -0.0012 -0.0005 0.11
H -5.4684 2.4871 2.2992 0.0005 0.0013 -0.0023 0.11
H -1.4076 0.9955 -2.6048 0.0003 -0.0051 -0.0087 0.06
H 1.1850 -6.3744 -2.5098 -0.0016 0.0002 0.0015 0.08
H -2.6754 -1.5051 -1.0157 0.0081 0.0021 -0.0050 0.08
H -1.3841 1.6474 1.3401 0.0163 0.0095 0.0154 0.05
H -1.4490 -4.0228 7.5773 -0.0001 -0.0026 -0.0004 0.11
H -3.2015 -3.6355 -2.4730 0.0022 -0.0004 0.0019 0.08
H -2.4425 -5.1793 -2.0700 0.0019 0.0004 0.0069 0.06
H 0.3490 4.3478 -2.7592 -0.0026 0.0026 0.0012 0.07
H 0.6536 -5.0446 -3.5354 0.0022 0.0011 -0.0013 0.08
H -2.2118 1.2819 -1.0531 0.0090 -0.0002 -0.0114 0.05
H 2.4123 -3.4484 -2.4172 -0.0081 -0.0029 -0.0029 0.08
H 4.6739 0.9275 -4.4071 0.0017 0.0072 0.0052 0.12
H 6.0535 2.9992 -2.9217 0.0012 -0.0012 -0.0017 0.08
H 3.0202 3.6644 -1.6030 0.0011 -0.0357 -0.0227 0.08
H 2.5053 3.9484 2.0306 0.0012 0.0037 -0.0021 0.08
H -1.2567 4.0322 -3.4297 -0.0022 -0.0015 0.0020 0.09
H -1.2046 -2.8197 3.4753 0.0003 -0.0021 0.0027 0.10
H -1.4513 -3.9521 -3.8051 0.0101 0.0230 -0.0037 0.09
H -3.1056 0.1272 4.9730 -0.0016 0.0008 0.0038 0.11
H 2.4223 -0.0053 4.3061 0.0014 0.0033 -0.0024 0.11
H 0.8611 4.6305 5.0689 -0.0057 -0.0020 -0.0015 0.11
H -2.3061 -4.1070 -5.9979 0.0019 -0.0011 0.0008 0.07
H -1.7113 -4.1671 0.1442 -0.0041 0.0021 0.0020 0.10
H 1.9771 5.1399 -0.8076 -0.0162 0.0006 0.0109 0.07
H -1.3003 3.5945 -0.9871 0.0010 0.0063 0.0017 0.10
H -3.5400 2.7031 0.7665 0.0027 -0.0003 -0.0027 0.11
H 4.9217 4.3466 -2.8229 0.0003 -0.0009 0.0031 0.07
H 0.0446 2.8557 -3.6373 -0.0001 -0.0046 0.0017 0.08
H 2.8678 -0.6560 -3.9503 0.0030 -0.0002 0.0009 0.12
H 3.2281 4.0410 5.4386 0.0030 -0.0016 0.0007 0.11
H -0.6009 -0.7670 -6.4821 -0.0024 -0.0019 0.0014 0.12
H -0.7494 -1.7675 8.2922 0.0011 0.0046 0.0002 0.11
H -2.0670 -1.8051 0.6342 0.0023 -0.0070 0.0005 0.04
H 0.2342 3.5740 1.1585 0.0002 0.0020 0.0125 0.09
H 0.6823 -5.0624 -0.4726 0.0024 0.0068 0.0062 0.11
H 3.2134 3.1690 0.6147 -0.0140 -0.0014 0.0001 0.07
H -2.7110 2.1787 -2.4893 -0.0038 0.0037 0.0073 0.09
H -0.5107 -5.9067 -2.5225 -0.0058 -0.0017 -0.0001 0.06
H -0.7392 2.9053 4.3096 0.0034 0.0080 -0.0016 0.10
H -3.7718 -4.5683 -1.0938 -0.0025 -0.0006 0.0022 0.08
H 2.5759 -3.4962 -0.6577 -0.0060 -0.0042 0.0031 0.06
H -0.2776 -0.0259 6.6021 0.0011 -0.0020 0.0035 0.11
H -5.2504 1.2072 4.3965 0.0028 -0.0037 0.0036 0.11
H 2.9455 -4.9295 -1.6200 0.0006 0.0015 0.0010 0.08
H 1.2911 5.7092 0.7053 0.0035 -0.0036 0.0046 0.08
H -1.1173 -3.5191 -7.1578 -0.0005 0.0027 0.0017 0.08
H 2.2147 2.2372 1.7359 -0.0021 0.0044 -0.0146 0.06
H -1.6770 -4.5568 5.1795 0.0006 -0.0001 -0.0080 0.11
H -2.5776 -2.5890 -6.8519 -0.0034 0.0024 -0.0018 0.08
H -3.6211 -2.4515 0.1260 -0.0015 -0.0033 0.0068 0.08
H 4.0102 1.7290 5.0647 -0.0007 -0.0057 -0.0019 0.11
H 0.2310 5.2836 -0.6315 -0.0043 0.0006 -0.0016 0.07
H 5.2244 3.5551 -4.3687 -0.0027 0.0004 -0.0014 0.08
```
Positions in Å, forces in eV/Å.